Entry from the Open Molecules 2025 dataset: a 2-piece molecular cluster, Br3O2P overall (ωB97M-V/def2-TZVPD).

Cartesian coordinates (Å):
O -0.234046 -0.048678 -1.780532
O 1.463022 -0.281129 1.111627
P -0.520319 -0.114776 -0.381622
Br 2.714787 0.814261 0.439676
Br -1.659762 -1.860690 0.085778
Br -1.763680 1.491012 0.525071

Atoms 1-3, force components in eV/Å:
O 0.8594 0.5799 -1.8177
O -1.6566 0.5185 -1.6624
P 0.4459 0.1003 3.1485

* energy above the lowest of the compared OMol25 structures with the same formula, charge and spin: 68.1 kcal per mole
* E_tot: -223509.2004 eV
* E_HOMO (alpha / beta): -0.3696 / -0.3520 Eh

The computed Mulliken charges, all in e, follow:
1 O -0.376
2 O -0.409
3 P 0.761
4 Br 0.134
5 Br -0.057
6 Br -0.053



Entry from the Open Molecules 2025 dataset: H14O11STl as an isolated structure (ωB97M-V/def2-TZVPD).

Cartesian coordinates (Å):
Tl 0.296037 0.195778 0.153889
S -2.220963 -1.516222 -1.411111
O -1.105963 -1.049222 -0.510111
O -3.421963 -1.615222 -0.620111
O -2.458963 -0.514222 -2.449111
O -1.718963 -2.698222 -2.072111
O 0.637037 2.266778 0.925889
H 0.095037 2.972778 1.269889
H 1.441037 2.474778 1.391889
O 1.116037 -2.029222 0.962889
H 0.596037 -2.802222 0.816889
H 1.743037 -2.255222 1.674889
O -0.223963 1.339778 -1.600111
H -0.895963 1.504778 -2.262111
H 0.437037 1.942778 -1.917111
O 2.398037 0.272778 0.809889
H 2.872037 -0.511222 1.046889
H 3.018037 0.871778 0.400889
O -0.301963 -0.005222 2.191889
H -0.349963 0.747778 2.765889
H -0.081963 -0.776222 2.816889
O 1.579037 -0.755222 -1.574111
H 1.444037 -1.526222 -2.097111
H 2.347037 -0.362222 -2.007111
O -2.004963 1.300778 0.450889
H -2.610963 0.826778 1.013889
H -2.622963 1.698778 -0.173111

Atoms 1-3, force components in eV/Å:
Tl -1.9586 -1.7277 -1.8368
S -3.4360 -0.2529 -4.5098
O 2.4282 -0.3026 2.6794

* E_tot: -38267.4888 eV
* E_HOMO: -0.3574 Eh
* net charge: +1

The computed Mulliken charges, all in e, follow:
1 Tl 2.235
2 S 1.134
3 O -0.524
4 O -0.671
5 O -0.787
6 O -0.695
7 O -0.533
8 H 0.292
9 H 0.292
10 O -0.556
11 H 0.266
12 H 0.282
13 O -0.502
14 H 0.245
15 H 0.289
16 O -0.573
17 H 0.262
18 H 0.335
19 O -0.535
20 H 0.317
21 H 0.332
22 O -0.470
23 H 0.248
24 H 0.271
25 O -0.518
26 H 0.299
27 H 0.266



Entry from the Open Molecules 2025 dataset: a 22-piece molecular cluster, C86H210N6O38 overall (ωB97M-V/def2-TZVPD).

Cartesian coordinates (Å):
C 11.327895 20.700235 16.457070
C 11.931565 22.101795 16.717370
C 12.560495 22.020875 18.103090
C 13.613655 23.102655 18.395930
C 14.626945 23.129565 17.293350
C 13.970485 23.453025 15.875220
N 12.880035 22.455245 15.660430
O 12.244275 22.602345 14.384280
C 13.665235 24.923785 15.843070
C 15.124385 23.122085 14.955630
C 10.805765 23.112595 16.760490
H 12.085165 20.129195 15.919890
H 10.378225 20.713965 15.922240
H 11.088985 20.200225 17.395690
H 11.876725 22.149545 18.942140
H 12.893775 20.987085 18.194200
H 14.193935 22.919995 19.300370
H 13.201055 24.091955 18.593810
H 15.138275 22.167485 17.261110
H 15.409335 23.879105 17.412350
H 13.302675 25.232595 14.862620
H 12.989015 25.248795 16.633760
H 14.569835 25.516455 15.979270
H 15.867175 23.913315 15.057190
H 15.591455 22.139205 15.018090
H 14.700335 23.277155 13.963540
H 10.303715 22.989365 17.720110
H 10.007305 22.998845 16.027260
H 11.263485 24.098995 16.835350
H 12.693125 22.020355 13.766690
C 18.828585 18.567565 15.404980
C 17.394345 18.193515 14.825510
C 16.411575 19.390715 15.124430
C 15.211425 19.340185 14.152870
C 15.672465 19.303625 12.685680
C 16.483575 18.017045 12.364070
N 17.534725 17.872285 13.332720
O 18.577465 16.958965 13.034310
C 15.493495 16.839605 12.346800
C 17.021585 18.178395 10.913690
C 16.740285 16.896215 15.574500
H 18.683395 18.954235 16.413690
H 19.339115 19.330785 14.817660
H 19.497535 17.720275 15.555690
H 16.060225 19.321155 16.153900
H 17.016945 20.296585 15.092470
H 14.644255 20.261945 14.282380
H 14.433565 18.608525 14.371300
H 16.129485 20.251275 12.400720
H 14.735575 19.349595 12.130490
H 14.798535 16.888745 13.185070
H 14.849455 16.771865 11.470030
H 15.989615 15.872885 12.432940
H 17.408485 19.193005 10.818990
H 17.723695 17.384965 10.657540
H 16.277155 18.035845 10.130370
H 15.765555 16.631325 15.164830
H 16.622165 17.237495 16.602930
H 17.264985 15.940925 15.588670
H 19.332895 17.497715 13.280640
C 18.764275 17.337465 21.834230
C 17.361145 17.872675 21.648700
C 16.931575 18.808145 22.827660
C 17.683205 20.162795 22.719420
C 17.344055 20.805695 21.449470
C 17.580415 20.015185 20.210250
N 17.100105 18.630185 20.386460
O 17.271015 17.835225 19.234370
C 16.742455 20.729195 19.093010
C 19.072865 20.056355 19.750540
C 16.344815 16.752315 21.684280
H 18.775735 16.483805 22.511900
H 19.552175 18.072525 21.998580
H 18.980895 16.813615 20.903230
H 15.870095 19.037825 22.920490
H 17.062245 18.279425 23.771840
H 18.735125 19.995155 22.950660
H 17.369305 20.874415 23.483070
H 18.016935 21.657005 21.346510
H 16.287125 21.054195 21.545630
H 16.977065 21.787745 18.981120
H 16.945535 20.198085 18.163070
H 15.677005 20.777545 19.317890
H 19.124745 19.520245 18.802920
H 19.468885 21.051355 19.547460
H 19.800075 19.596135 20.419470
H 16.646345 16.022825 20.932610
H 15.350005 17.172825 21.537250
H 16.387495 16.205475 22.626220
H 18.211645 17.771735 19.053260
C 17.934325 14.664235 25.104020
C 18.988585 13.591145 25.312080
C 18.409005 12.619335 26.402490
C 19.197705 11.306335 26.591060
C 19.093625 10.604795 25.157550
C 19.712255 11.460515 24.056390
N 19.098355 12.791285 24.070040
O 19.477485 13.523695 22.968530
C 21.256555 11.446585 24.215780
C 19.303425 10.814495 22.709980
C 20.263555 14.256595 25.891290
H 17.288075 14.332725 24.291270
H 18.222795 15.605065 24.635270
H 17.426275 14.800545 26.058700
H 18.375395 13.233495 27.302370
H 17.350555 12.487855 26.177790
H 18.858995 10.718095 27.443910
H 20.225285 11.515825 26.888190
H 18.026895 10.521525 24.949580
H 19.469505 9.582375 25.196140
H 21.702935 10.474765 24.005050
H 21.585675 12.142485 23.444090
H 21.651175 11.727155 25.192330
H 18.240085 10.913975 22.492000
H 19.840995 11.241125 21.863160
H 19.534505 9.751765 22.637120
H 20.170655 15.342595 25.899940
H 21.140565 14.077015 25.269450
H 20.468685 13.954175 26.918210
H 18.603815 13.603595 22.578770
C 22.556665 17.006875 23.679840
C 23.611685 18.128455 23.355500
C 22.623185 19.301785 23.089810
C 23.303755 20.684235 22.788310
C 24.249155 21.015615 23.917110
C 25.191995 19.851025 24.504430
N 24.411185 18.583915 24.502280
O 25.094775 17.538295 25.056170
C 26.502445 19.855895 23.725190
C 25.455165 20.156005 26.037110
C 24.416475 17.733715 22.079780
H 22.090165 16.829195 22.710870
H 21.946035 17.313535 24.529080
H 22.905775 16.042385 24.048590
H 21.987855 18.942985 22.280050
H 21.978925 19.437575 23.958480
H 22.507545 21.428635 22.783780
H 23.878855 20.855845 21.878410
H 23.772545 21.594635 24.708120
H 24.877595 21.704195 23.352300
H 26.587215 20.387495 22.777400
H 27.282855 20.296525 24.345600
H 26.878525 18.847075 23.555050
H 26.046875 19.378695 26.520590
H 25.803605 21.179945 26.172170
H 24.482795 20.008885 26.507170
H 24.895245 18.603355 21.629670
H 23.788355 17.219695 21.352210
H 25.204655 17.059955 22.415820
H 24.479385 17.261075 25.738850
C 17.920585 17.727155 29.669430
C 17.945215 18.252965 28.294240
C 16.484735 18.727185 28.024230
C 16.336795 19.579785 26.820030
C 17.253405 20.831885 26.896500
C 18.782355 20.458595 27.118580
N 18.893425 19.376105 28.130080
O 20.225435 19.090255 28.554890
C 19.421405 19.932485 25.768840
C 19.373625 21.770735 27.678910
C 18.094665 17.058955 27.388960
H 17.282985 16.864255 29.861710
H 17.437565 18.385905 30.391110
H 18.945875 17.573945 30.006180
H 15.752795 17.923885 27.940130
H 16.131495 19.374015 28.827310
H 15.300225 19.812425 26.576080
H 16.734225 18.919405 26.049300
H 16.880185 21.651695 27.510270
H 17.249965 21.166175 25.859030
H 19.478435 20.609025 24.916120
H 20.463925 19.697305 25.983200
H 18.879355 19.051815 25.424300
H 19.491055 22.428035 26.817360
H 18.713025 22.306645 28.360450
H 20.364155 21.647285 28.116770
H 18.898445 16.380155 27.674020
H 18.186085 17.170345 26.308530
H 17.264035 16.377505 27.572770
H 20.245845 19.370505 29.472850
C 18.011275 13.725305 19.343420
C 18.333295 12.201745 19.004130
O 17.502115 11.830095 17.945000
O 18.380285 14.573925 18.304630
H 18.571595 14.072805 20.211400
H 16.979695 13.830495 19.679380
H 18.140465 11.568785 19.870320
H 19.327585 12.019325 18.596440
H 16.628435 11.887145 18.338740
H 18.551355 14.077235 17.501120
C 18.007865 22.280505 12.989980
C 18.835075 22.865935 14.160800
O 18.604625 24.294825 14.370670
O 18.183585 23.063095 11.864290
H 16.952315 22.354035 13.251700
H 18.247735 21.278545 12.634120
H 19.895475 22.771295 13.926910
H 18.637265 22.407785 15.129850
H 19.069955 24.661045 13.615060
H 17.334285 23.214005 11.442950
C 18.868465 24.863725 17.779720
C 19.841105 25.836795 18.512380
O 19.145955 26.835965 19.267740
O 18.149205 25.484025 16.801450
H 18.293725 24.365365 18.560370
H 19.374455 24.009635 17.329620
H 20.576775 26.389665 17.928240
H 20.538625 25.288145 19.145270
H 18.587125 27.321695 18.656690
H 18.405675 25.069565 15.974380
C 12.994935 15.998555 26.191250
C 11.609765 15.597575 26.473510
O 10.769075 16.673365 26.039120
O 13.365655 15.998835 24.840870
H 13.633225 15.211355 26.592500
H 13.218495 16.889205 26.778500
H 11.560995 15.493975 27.557480
H 11.247385 14.670725 26.028850
H 10.971155 16.835935 25.114820
H 13.935575 15.246245 24.666470
C 22.186175 21.677865 16.890490
C 22.333495 22.444175 15.558010
O 22.156905 21.645035 14.408220
O 23.173175 20.591135 17.015350
H 21.176605 21.270355 16.943440
H 22.382245 22.474595 17.608040
H 23.318875 22.874485 15.379220
H 21.626075 23.272955 15.586050
H 22.974335 21.184105 14.205890
H 23.015995 20.066305 17.803670
C 21.065365 24.503775 23.534000
C 19.699335 24.707465 24.038610
O 18.907065 23.466065 24.197320
O 21.739075 23.919235 24.615880
H 21.452365 25.491825 23.284790
H 21.118195 23.781425 22.719440
H 19.191795 25.314375 23.288830
H 19.695185 25.270855 24.971710
H 18.166335 23.522605 23.589280
H 21.273185 23.141625 24.931890
C 13.278035 18.333915 19.727760
C 13.704825 18.250355 18.217660
O 14.816875 17.391195 18.121160
O 14.138235 19.233365 20.421800
H 13.423785 17.340015 20.150880
H 12.247385 18.663715 19.858480
H 14.060005 19.181945 17.777100
H 12.897295 17.919025 17.564810
H 15.523325 17.780165 18.641950
H 14.984485 18.780215 20.432070
C 12.885225 20.197305 23.193180
C 12.516895 20.143575 24.675830
O 13.019525 19.008995 25.408320
O 12.512735 18.975715 22.556090
H 13.969515 20.200615 23.081840
H 12.442345 21.083875 22.739350
H 11.463465 20.155715 24.955530
H 12.890385 21.015835 25.212280
H 13.436695 18.399825 24.794730
H 12.950195 18.980395 21.701570
C 17.454745 25.144375 27.422840
C 16.225235 25.743345 26.695560
O 16.313785 27.081505 26.607970
O 17.290405 25.187445 28.864450
H 18.458755 25.479035 27.161940
H 17.373675 24.076355 27.220710
H 15.296305 25.397925 27.149290
H 16.231285 25.297385 25.700990
H 15.490165 27.514345 26.844420
H 16.909185 26.002515 29.199010
C 10.135255 16.499895 22.276140
C 10.984315 15.134355 22.410520
O 12.284105 15.556565 22.429880
O 10.282035 17.413355 23.316860
H 9.094285 16.211555 22.130010
H 10.434585 16.999395 21.354730
H 10.861795 14.563095 21.490330
H 10.739475 14.583005 23.318360
H 12.431525 15.898375 23.314770
H 11.124355 17.810315 23.083380
C 22.155975 17.528625 18.310260
C 21.109965 16.334625 18.640950
O 19.813675 16.913475 18.406700
O 22.020905 18.709145 19.141390
H 21.999275 17.895845 17.296010
H 23.147315 17.077815 18.356330
H 20.974405 15.857115 19.611370
H 21.294575 15.560705 17.895930
H 19.252915 16.135035 18.441230
H 21.101525 18.978665 19.080540
C 15.533395 27.742585 19.496150
C 15.544575 26.224825 19.866740
O 16.702945 25.852705 20.608750
O 16.622895 28.166215 18.711780
H 15.553335 28.285105 20.441340
H 14.662575 28.092855 18.941990
H 15.376125 25.546295 19.030490
H 14.587595 26.190745 20.387440
H 17.483855 26.118155 20.117520
H 16.267025 28.747125 18.035390
C 15.560515 23.408155 23.315470
C 14.242585 24.165345 23.731290
O 13.294805 23.131375 24.126160
O 16.589325 24.417105 23.011990
H 15.393965 22.735425 22.474160
H 15.924245 22.748445 24.103230
H 13.901145 24.740045 22.870340
H 14.479155 24.928135 24.473100
H 12.472265 23.561285 23.880820
H 16.378715 24.751095 22.136950
C 14.236675 12.514005 17.740880
C 14.401015 14.000785 17.436040
O 13.546365 14.838375 18.206670
O 14.788005 12.180515 19.032710
H 14.723555 11.890175 16.991290
H 13.170585 12.289515 17.774960
H 14.290645 14.144515 16.361210
H 15.413585 14.304185 17.702010
H 14.092905 15.624025 18.131550
H 14.146815 12.533855 19.653700
C 22.731125 13.423705 20.203370
C 24.051335 13.030905 20.859130
O 23.999525 12.544385 22.246560
O 21.744475 12.409285 20.211600
H 22.918115 13.649385 19.153510
H 22.295345 14.238435 20.781660
H 24.730605 13.878315 20.766500
H 24.569445 12.255815 20.294420
H 24.843325 12.131595 22.444560
H 21.741095 12.115665 21.125580
C 15.208875 12.597845 23.775130
C 14.159165 12.107115 22.770140
O 14.025635 13.030485 21.675220
O 14.628995 13.637255 24.628140
H 16.142145 12.806545 23.252100
H 15.389925 11.673665 24.323960
H 13.219305 11.901285 23.282390
H 14.536965 11.161435 22.381470
H 13.812145 13.853925 22.120150
H 14.506335 13.168305 25.456780

Atoms 1-3, force components in eV/Å:
C 0.1278 0.1308 -0.1569
C -1.8374 0.1064 -0.4870
C 1.1173 0.6485 0.7625

* energy above the lowest of the compared OMol25 structures with the same formula, charge and spin: 79.3 kcal per mole
* E_tot: -179314.1396 eV
* E_HOMO: -0.2834 Eh

These are the Mulliken partial charges, in e, on atoms 1 to 99:
1 C -1.391
2 C 1.713
3 C -0.137
4 C -0.641
5 C 0.011
6 C 1.801
7 N 0.962
8 O -0.577
9 C -1.907
10 C -1.928
11 C -1.630
12 H 0.127
13 H 0.315
14 H 0.252
15 H 0.659
16 H -1.233
17 H 0.142
18 H 0.619
19 H -0.718
20 H -0.136
21 H 0.386
22 H 0.342
23 H 0.382
24 H 0.347
25 H -0.420
26 H 0.927
27 H 0.440
28 H 0.338
29 H 0.251
30 H 0.355
31 C -1.940
32 C 1.588
33 C 1.306
34 C 0.178
35 C -1.405
36 C 1.491
37 N 1.022
38 O -0.606
39 C -1.882
40 C -1.745
41 C -1.481
42 H -0.522
43 H 0.541
44 H 0.914
45 H -0.831
46 H -0.523
47 H -0.481
48 H 0.348
49 H -0.026
50 H 0.571
51 H 0.282
52 H 0.438
53 H 0.367
54 H 0.285
55 H 0.399
56 H 0.385
57 H 0.174
58 H -0.024
59 H 0.493
60 H 0.351
61 C 0.099
62 C 3.248
63 C 0.491
64 C 1.437
65 C -1.278
66 C 2.577
67 N 1.163
68 O 3.738
69 C -1.891
70 C -1.421
71 C -1.164
72 H -0.658
73 H -0.314
74 H -0.599
75 H -0.567
76 H -0.624
77 H -1.024
78 H -0.599
79 H 1.334
80 H -0.809
81 H 0.612
82 H -0.081
83 H -0.331
84 H -0.452
85 H 0.679
86 H -0.090
87 H -0.333
88 H -0.137
89 H 0.205
90 H -1.227
91 C 0.583
92 C 2.268
93 C -1.668
94 C -0.943
95 C -1.488
96 C 1.353
97 N 0.577
98 O 0.874
99 C -1.632



What is the formula in the first record?
Br3O2P



The highest E_tot belongs to which entry?
H14O11STl



Among the records above, which one has the highest E_tot?
H14O11STl



Among the records above, which one has the lowest E_tot?
Br3O2P